A | C5H16NO as an isolated structure. Source: the OMol25 dataset; level of theory: ωB97M-V/def2-TZVPD.

```
23
Properties=species:S:1:pos:R:3
C -1.088 0.830 -1.350
C -0.727 1.320 0.004
C -1.113 0.449 1.175
C -0.252 -0.811 1.376
C -0.705 -1.997 0.571
N 2.252 0.835 0.075
H -2.126 0.497 -1.440
H -0.904 1.607 -2.109
H -0.377 -0.048 -1.557
H 0.392 1.423 0.047
H -2.128 0.098 1.112
H -0.986 1.064 2.052
H -0.193 -1.122 2.422
H 0.772 -0.454 1.053
H -0.052 -2.838 0.823
H -0.557 -1.806 -0.510
H -1.731 -2.278 0.743
H 2.951 0.326 0.591
H -1.097 2.357 0.135
H 2.652 1.723 -0.227
H 1.863 0.281 -0.712
H 1.207 -0.987 -2.282
O 0.798 -0.584 -1.470
```

Orbital gap ... 5.49 eV
HOMO level ... -14.40 eV
Total charge ... +1

Atom charges from the natural (NBO) analysis, given in e for atoms 1 to 5:
1. C -0.370
2. C -0.455
3. C -0.412
4. C -0.378
5. C -0.622

B | A 3-piece molecular cluster, C5H16NO overall. Source: the OMol25 dataset; level of theory: ωB97M-V/def2-TZVPD.

```
23
Properties=species:S:1:pos:R:3
C -2.145 -0.287 0.278
C -1.552 1.171 -0.041
C -0.161 1.337 0.412
C 0.892 0.882 -0.485
C 1.261 1.907 -1.594
N 1.048 -2.992 -0.206
H -1.598 -1.076 -0.249
H -3.206 -0.413 0.137
H -1.633 1.243 -1.169
H -2.333 1.819 0.322
H 0.073 2.124 1.142
H 0.478 -0.232 1.691
H 1.722 0.486 0.142
H 0.506 0.017 -1.026
H 0.585 1.771 -2.445
H 2.304 1.743 -1.869
H 1.189 2.937 -1.216
H -1.784 -0.547 1.263
H 0.653 -3.871 0.105
H 1.147 -2.386 0.606
H 0.344 -1.320 2.839
H 1.987 -3.190 -0.534
O 0.224 -1.124 1.896
```

Orbital gap ... 5.72 eV
HOMO level ... -12.85 eV
Total charge ... +1

Atom charges from the natural (NBO) analysis, given in e for atoms 1 to 5:
1. C -0.569
2. C -0.571
3. C 0.412
4. C -0.568
5. C -0.558

The structure with the greatest stability is B.

A | A 2-piece molecular cluster, C2H8OS overall. Source: the OMol25 dataset; level of theory: ωB97M-V/def2-TZVPD.

```
12
Properties=species:S:1:pos:R:3
C 0.753 2.163 1.032
O -0.541 1.563 1.300
H 1.254 2.053 0.103
H 0.891 3.274 1.325
H 1.480 1.595 1.803
H -0.722 1.216 2.172
C -1.072 -0.895 -0.400
S 0.413 -1.600 -1.097
H -1.437 0.071 -0.863
H -1.866 -1.661 -0.242
H -0.846 -0.607 0.576
H 0.884 -0.457 -1.514
```

Orbital gap ... 9.53 eV
Structure (SMILES) ... CO.CS
HOMO level ... -8.76 eV

Atom charges from the natural (NBO) analysis, given in e for atoms 1 to 5:
1. C -0.252
2. O -0.756
3. H 0.191
4. H 0.172
5. H 0.161

B | A 2-piece molecular cluster, C2H8OS overall. Source: the OMol25 dataset; level of theory: ωB97M-V/def2-TZVPD.

```
12
Properties=species:S:1:pos:R:3
C 0.373 -0.201 0.071
C 0.437 0.439 1.467
S 1.923 -0.187 2.330
H 0.427 -1.302 0.073
H 1.245 0.194 -0.476
H -0.544 0.106 -0.460
H -0.549 0.240 1.929
H 0.528 1.533 1.326
H 1.357 -0.094 3.553
O -2.123 -0.170 -3.221
H -1.683 -1.041 -3.353
H -1.389 0.484 -3.238
```

Orbital gap ... 9.91 eV
Structure (SMILES) ... CCS.O
HOMO level ... -9.12 eV

Atom charges from the natural (NBO) analysis, given in e for atoms 1 to 5:
1. C -0.620
2. C -0.516
3. S -0.051
4. H 0.215
5. H 0.201

The structure with the greatest stability is B.

A | A 2-piece molecular cluster, CHNOS overall. Source: the OMol25 dataset; level of theory: ωB97M-V/def2-TZVPD.

```
5
Properties=species:S:1:pos:R:3
C 0.551 0.018 -0.026
N 0.248 -0.803 0.846
O -2.012 0.044 -0.142
S -0.936 0.493 0.693
H 2.149 0.248 -1.371
```

Orbital gap (spin up / spin down) ... 7.78 / 8.93 eV
HOMO level (spin up / spin down) ... -10.14 / -9.95 eV

For each atom in turn, the natural (NBO) charge in e is:
1. C -0.010
2. N -0.500
3. O -0.851
4. S 1.285
5. H 0.075

B | A 2-piece molecular cluster, CHNOS overall. Source: the OMol25 dataset; level of theory: ωB97M-V/def2-TZVPD.

```
5
Properties=species:S:1:pos:R:3
C -0.543 0.039 -0.052
N 0.665 0.329 -0.620
O 0.015 1.209 0.412
S -1.797 -0.979 0.142
H 1.659 -0.598 0.118
```

Orbital gap ... 8.52 eV
HOMO level ... -9.75 eV

For each atom in turn, the natural (NBO) charge in e is:
1. C 0.268
2. N -0.249
3. O -0.347
4. S 0.011
5. H 0.316

The structure with the greatest stability is B.

A | C3H2O3Yb as an isolated structure. Source: the OMol25 dataset; level of theory: ωB97M-V/def2-TZVPD.

```
9
Properties=species:S:1:pos:R:3
C -1.620 0.684 -0.165
C -1.288 -0.493 0.259
O -0.229 -1.170 0.362
C 1.002 -0.499 0.020
O 0.864 0.692 -0.320
O 2.015 -1.178 0.110
H -2.093 0.846 -1.136
Yb 3.752 0.536 0.073
H -2.403 0.581 0.798
```

Orbital gap (spin up / spin down) ... 9.79 / 4.82 eV
Spin multiplicity ... 2
HOMO level (spin up / spin down) ... -24.95 / -24.02 eV
Total charge ... +3

Atom charges from the natural (NBO) analysis, given in e for atoms 1 to 5:
1. C -0.244
2. C 0.766
3. O -0.386
4. C 0.958
5. O -0.428

B | C3H2O3Yb as an isolated structure. Source: the OMol25 dataset; level of theory: ωB97M-V/def2-TZVPD.

```
9
Properties=species:S:1:pos:R:3
O 1.164 1.944 2.182
C 1.343 1.009 1.539
C 1.051 0.035 0.598
O 1.039 0.408 -0.733
C -0.101 0.048 -1.317
O -0.064 0.315 -2.554
H -0.857 0.007 -3.022
Yb -1.360 -1.045 0.480
H 1.864 -0.606 1.243
```

Orbital gap (spin up / spin down) ... 10.25 / 5.86 eV
Spin multiplicity ... 2
HOMO level (spin up / spin down) ... -25.42 / -24.79 eV
Total charge ... +3

Atom charges from the natural (NBO) analysis, given in e for atoms 1 to 5:
1. O -0.075
2. C 0.804
3. C -0.307
4. O -0.370
5. C 0.262

The structure with the greatest stability is A.

A | An isolated ion of composition C7H10NO and charge +1. Source: the OMol25 dataset; level of theory: ωB97M-V/def2-TZVPD.

```
19
Properties=species:S:1:pos:R:3
O 4.581 0.051 -0.475
C 3.529 0.216 -0.072
C 2.346 0.425 0.287
C 0.955 0.137 0.483
C 0.304 -1.094 0.780
C -0.755 -1.302 -0.263
C -1.806 -0.119 -0.405
C -1.034 1.152 -0.770
N 0.070 1.269 0.330
H 0.988 -1.897 0.920
H -0.283 -0.905 1.792
H -0.388 -1.617 -1.277
H -1.428 -2.216 0.024
H -2.734 -0.400 -0.944
H -2.180 0.014 0.718
H -0.461 0.893 -1.697
H -1.585 2.030 -0.934
H -0.664 1.213 1.134
H 0.547 2.153 0.369
```

Orbital gap ... 8.15 eV
Structure (SMILES) ... O=C=C=C1CCCC[NH2+]1
HOMO level ... -13.41 eV
Total charge ... +1

Atom charges from the natural (NBO) analysis, given in e for atoms 1 to 5:
1. O -0.359
2. C 0.698
3. C -0.386
4. C 0.284
5. C -0.491

B | A 2-piece molecular cluster, C7H10NO overall. Source: the OMol25 dataset; level of theory: ωB97M-V/def2-TZVPD.

```
19
Properties=species:S:1:pos:R:3
C -1.741 -1.605 0.263
C -0.318 -1.559 0.251
C -2.498 -0.606 -0.228
C 0.295 -0.426 -0.318
C 2.564 -1.024 -0.714
C 1.706 -0.024 -0.394
C -0.675 0.519 -0.918
N -0.819 1.817 0.656
O -1.980 0.378 -0.894
H -2.158 -2.402 0.820
H 0.387 -2.130 0.816
H -3.501 -0.717 -0.221
H 3.577 -0.874 -0.754
H 2.376 -2.031 -1.031
H 1.937 1.051 -0.513
H -0.342 1.290 -1.652
H -0.424 1.580 1.487
H -1.742 1.500 0.731
H -0.825 2.791 0.424
```

Orbital gap ... 8.43 eV
HOMO level ... -12.83 eV
Total charge ... +1

Atom charges from the natural (NBO) analysis, given in e for atoms 1 to 5:
1. C -0.273
2. C -0.119
3. C 0.155
4. C -0.090
5. C -0.260

The structure with the greatest stability is B.

A | One molecule with the formula C6H10BrNO. Source: the OMol25 dataset; level of theory: ωB97M-V/def2-TZVPD.

```
19
Properties=species:S:1:pos:R:3
C -1.521 0.018 -0.169
C -0.745 -1.044 -0.141
C 0.585 1.450 0.060
C -1.151 -2.416 -0.672
C 0.728 1.758 -1.378
C 1.125 0.097 2.003
N 1.223 0.292 0.520
O 0.677 -0.879 -0.104
Br -3.274 0.421 -0.064
H 0.182 2.261 0.628
H -0.806 -2.534 -1.709
H -2.304 -2.277 -0.597
H -0.592 -3.100 -0.063
H 1.060 0.959 -1.853
H 1.567 2.468 -1.602
H -0.311 2.203 -1.629
H 0.136 -0.058 2.203
H 1.863 -0.588 2.167
H 1.558 0.966 2.400
```

Orbital gap (spin up / spin down) ... 7.93 / 7.50 eV
HOMO level (spin up / spin down) ... -7.68 / -7.45 eV

Atom charges from the natural (NBO) analysis, given in e for atoms 1 to 5:
1. C -0.329
2. C 0.133
3. C 0.115
4. C -0.648
5. C -0.666

B | One molecule with the formula C6H10BrNO. Source: the OMol25 dataset; level of theory: ωB97M-V/def2-TZVPD.

```
19
Properties=species:S:1:pos:R:3
C -0.489 -1.788 0.021
C -0.170 -0.314 0.292
C -0.991 0.076 1.496
C -0.826 0.578 -0.757
N 0.005 1.083 -1.582
O -0.189 1.891 -2.492
C 1.427 0.893 -1.197
C 1.315 0.122 0.317
Br 1.767 1.329 1.802
H -0.546 -2.246 0.992
H 0.391 -2.173 -0.463
H -1.346 -2.022 -0.622
H -2.060 -0.454 1.434
H -1.202 1.163 1.719
H -0.672 -0.272 2.362
H -1.822 0.652 -0.751
H 1.723 2.026 -1.142
H 1.817 0.234 -1.869
H 1.869 -0.776 0.440
```

Orbital gap ... 9.26 eV
Structure (SMILES) ... CC1(C)C=[N+]([O-])C[C@H]1Br
HOMO level ... -8.61 eV

Atom charges from the natural (NBO) analysis, given in e for atoms 1 to 5:
1. C -0.598
2. C -0.142
3. C -0.594
4. C 0.006
5. N 0.138

The structure with the greatest stability is B.